Entry 1:
Below is a molecular structure, C16H16BFInN3O3S at a distorted geometry, with properties calculated with the ωB97M-V functional and the def2-TZVPD basis.

## Properties
- molar mass (g/mol) = 475.017
- LUMO level (eV) = -0.7
- HOMO (eV) = -8.8
- frontier orbital gap (eV) = 8.0225

Geometry as ORCA input:
```
! RIJCOSX wB97M-V def2-TZVPD def2/J DEFGRID3
* xyz 0 1
In 0.2597 0.0928 0.2004
O -1.0262 -1.6692 -3.4316
S 0.1014 -1.4431 -2.5782
O 0.2475 -2.3548 -1.4596
N 0.0270 0.0333 -1.8969
C 0.0337 1.1929 -2.5996
C 0.0662 1.2863 -3.9812
C 0.0699 2.5295 -4.6217
C 0.0256 3.7033 -3.9144
C -0.0033 3.6637 -2.5086
C -0.0546 4.8152 -1.6970
C -0.0654 4.6918 -0.3326
C 0.0048 3.4122 0.2362
N 0.0444 2.3293 -0.5018
C 0.0217 2.4089 -1.8432
C 1.6099 -1.5633 -3.5239
C 2.7810 -1.0067 -3.0510
C 3.9613 -1.2560 -3.7336
C 3.9584 -2.0650 -4.8597
C 2.7729 -2.6066 -5.3311
C 1.5892 -2.3510 -4.6595
H 0.0690 0.3810 -4.5671
H 0.1032 2.5556 -5.7012
H 0.0154 4.6630 -4.4080
H -0.0831 5.7840 -2.1729
H -0.1155 5.5555 0.3109
H 0.0209 3.2765 1.3101
H 2.7709 -0.4001 -2.1573
H 4.8831 -0.8258 -3.3747
H 4.8865 -2.2809 -5.3671
H 2.7707 -3.2298 -6.2128
H 0.6478 -2.7539 -4.9970
F 2.1348 -0.4933 0.3567
O -0.5449 -1.9308 0.9891
H 0.1450 -2.1796 1.6195
H -0.3556 -2.4305 0.1688
B -0.4006 2.5252 4.0514
C -0.4309 1.5103 2.9220
N -0.4056 0.7479 2.0368
H -0.5180 1.9726 5.0960
H -1.2817 3.3038 3.8469
H 0.6885 3.0107 3.9244
*
```

Entry 2:
Below is a single C5H10N2O molecule at a distorted geometry, with properties calculated with the ωB97M-V functional and the def2-TZVPD basis.

## Properties
- molar mass (g/mol) = 114.148
- LUMO level (eV) = 0.9
- SMILES = [H]/N=C(\C)O/C(C)=C/N
- energy relative to the best compared isomer or geometry (same formula, charge and spin) (eV) = 1.5148
- HOMO (eV) = -7.8
- frontier orbital gap (eV) = 8.6898

Geometry as ORCA input:
```
! RIJCOSX wB97M-V def2-TZVPD def2/J DEFGRID3
* xyz 0 1
H -1.0791 2.2247 -2.4937
N -0.2120 2.0620 -1.9758
C -0.1802 0.8672 -1.5042
C -1.2626 -0.1540 -1.6954
O 0.9960 0.3926 -0.9194
C 0.7900 -0.1276 0.3617
C 1.3276 -1.5061 0.5758
C 0.1145 0.6063 1.2734
N -0.2245 0.2744 2.5634
H -0.8290 -1.1211 -1.9633
H -1.8495 -0.2628 -0.7809
H -1.9295 0.1530 -2.5061
H 0.5572 -2.2518 0.3545
H 1.6730 -1.6525 1.6032
H 2.1744 -1.6939 -0.0923
H -0.1161 1.6470 1.0491
H 0.2760 -0.5223 2.9459
H -0.2261 1.0650 3.2042
*
```

Entry 3:
Below is 3 unconnected molecules or ions with the total composition C3H11O3 at a distorted geometry, with properties calculated with the ωB97M-V functional and the def2-TZVPD basis.

## Properties
- molar mass (g/mol) = 95.118
- LUMO level (eV) = 4.1
- energy relative to the best compared isomer or geometry (same formula, charge and spin) (eV) = 0.2516
- HOMO (eV) = -3.6
- frontier orbital gap (eV) = 7.6873

Geometry as ORCA input:
```
! RIJCOSX wB97M-V def2-TZVPD def2/J DEFGRID3
* xyz -1 1
C -0.4824 0.1979 0.2985
O 0.7694 0.4579 0.8112
C -0.7164 -1.2658 -0.1089
C -2.1518 -1.4871 -0.6204
H -0.6515 0.8064 -0.6141
H -1.2184 0.4305 1.0960
H -0.4987 -1.9099 0.7448
H -0.0179 -1.4788 -0.9244
H -2.3985 -2.5312 -0.8012
H -2.2333 -0.9168 -1.5498
H -2.8329 -1.0591 0.1180
H 2.7741 1.1495 -1.5274
H 1.6804 0.3673 -0.7504
O 2.3708 0.2772 -1.4551
H 1.7681 1.7017 1.2652
H 1.5794 2.8127 2.2960
O 2.2597 2.4475 1.7221
*
```

Please write out number 1 again, unchanged.
Below is a molecular structure, C16H16BFInN3O3S at a distorted geometry, with properties calculated with the ωB97M-V functional and the def2-TZVPD basis.

## Properties
- molar mass (g/mol) = 475.017
- LUMO level (eV) = -0.7
- HOMO (eV) = -8.8
- frontier orbital gap (eV) = 8.0225

Geometry as ORCA input:
```
! RIJCOSX wB97M-V def2-TZVPD def2/J DEFGRID3
* xyz 0 1
In 0.2597 0.0928 0.2004
O -1.0262 -1.6692 -3.4316
S 0.1014 -1.4431 -2.5782
O 0.2475 -2.3548 -1.4596
N 0.0270 0.0333 -1.8969
C 0.0337 1.1929 -2.5996
C 0.0662 1.2863 -3.9812
C 0.0699 2.5295 -4.6217
C 0.0256 3.7033 -3.9144
C -0.0033 3.6637 -2.5086
C -0.0546 4.8152 -1.6970
C -0.0654 4.6918 -0.3326
C 0.0048 3.4122 0.2362
N 0.0444 2.3293 -0.5018
C 0.0217 2.4089 -1.8432
C 1.6099 -1.5633 -3.5239
C 2.7810 -1.0067 -3.0510
C 3.9613 -1.2560 -3.7336
C 3.9584 -2.0650 -4.8597
C 2.7729 -2.6066 -5.3311
C 1.5892 -2.3510 -4.6595
H 0.0690 0.3810 -4.5671
H 0.1032 2.5556 -5.7012
H 0.0154 4.6630 -4.4080
H -0.0831 5.7840 -2.1729
H -0.1155 5.5555 0.3109
H 0.0209 3.2765 1.3101
H 2.7709 -0.4001 -2.1573
H 4.8831 -0.8258 -3.3747
H 4.8865 -2.2809 -5.3671
H 2.7707 -3.2298 -6.2128
H 0.6478 -2.7539 -4.9970
F 2.1348 -0.4933 0.3567
O -0.5449 -1.9308 0.9891
H 0.1450 -2.1796 1.6195
H -0.3556 -2.4305 0.1688
B -0.4006 2.5252 4.0514
C -0.4309 1.5103 2.9220
N -0.4056 0.7479 2.0368
H -0.5180 1.9726 5.0960
H -1.2817 3.3038 3.8469
H 0.6885 3.0107 3.9244
*
```

> What is the frontier orbital gap in the third record?

7.6873 eV